{"formula": "C57H145N7O19", "method": "the ωB97M-V functional and the def2-TZVPD basis", "elements": ["C", "C", "C", "O", "H", "H", "H", "H", "H", "H", "H", "H", "C", "C", "C", "O", "H", "H", "H", "H", "H", "H", "H", "H", "C", "C", "C", "O", "H", "H", "H", "H", "H", "H", "H", "H", "C", "C", "C", "O", "H", "H", "H", "H", "H", "H", "H", "H", "C", "C", "C", "O", "H", "H", "H", "H", "H", "H", "H", "H", "C", "O", "C", "C", "N", "C", "C", "O", "C", "H", "H", "H", "H", "H", "H", "H", "H", "H", "H", "H", "H", "H", "H", "H", "C", "O", "C", "C", "N", "C", "C", "O", "C", "H", "H", "H", "H", "H", "H", "H", "H", "H", "H", "H", "H", "H", "H", "H", "C", "O", "C", "C", "N", "C", "C", "O", "C", "H", "H", "H", "H", "H", "H", "H", "H", "H", "H", "H", "H", "H", "H", "H", "C", "O", "C", "C", "N", "C", "C", "O", "C", "H", "H", "H", "H", "H", "H", "H", "H", "H", "H", "H", "H", "H", "H", "H", "C", "O", "C", "C", "N", "C", "C", "O", "C", "H", "H", "H", "H", "H", "H", "H", "H", "H", "H", "H", "H", "H", "H", "H", "C", "O", "C", "C", "N", "C", "C", "O", "C", "H", "H", "H", "H", "H", "H", "H", "H", "H", "H", "H", "H", "H", "H", "H", "C", "O", "C", "C", "N", "C", "C", "O", "C", "H", "H", "H", "H", "H", "H", "H", "H", "H", "H", "H", "H", "H", "H", "H"], "coordinates": [[-5.614, 16.222, 4.089], [-5.388, 15.559, 2.741], [-3.908, 15.118, 2.622], [-6.142, 14.338, 2.750], [-5.697, 15.504, 4.905], [-6.590, 16.702, 4.017], [-4.905, 17.004, 4.363], [-5.793, 16.182, 1.944], [-3.729, 14.667, 1.646], [-3.614, 14.392, 3.379], [-3.230, 15.956, 2.784], [-7.068, 14.562, 2.629], [-9.335, 13.233, 3.659], [-9.634, 13.697, 2.260], [-11.071, 14.152, 2.159], [-8.796, 14.773, 1.901], [-9.496, 14.065, 4.344], [-8.322, 12.869, 3.828], [-9.862, 12.356, 4.034], [-9.366, 13.054, 1.421], [-11.328, 14.818, 2.982], [-11.680, 13.252, 2.075], [-11.168, 14.796, 1.285], [-9.094, 15.099, 1.048], [-6.241, 6.500, -3.088], [-6.761, 5.342, -2.335], [-8.144, 5.608, -1.653], [-6.867, 4.264, -3.211], [-6.015, 7.319, -2.404], [-7.026, 6.887, -3.737], [-5.306, 6.417, -3.642], [-6.047, 4.975, -1.598], [-8.202, 6.485, -1.009], [-8.443, 4.700, -1.128], [-8.952, 5.570, -2.384], [-7.447, 4.489, -3.942], [-15.544, 6.556, 3.325], [-15.375, 6.655, 4.811], [-14.094, 5.989, 5.258], [-15.414, 8.025, 5.026], [-14.780, 7.039, 2.716], [-16.476, 6.984, 2.956], [-15.529, 5.545, 2.919], [-16.200, 6.121, 5.283], [-14.031, 5.919, 6.344], [-13.182, 6.465, 4.898], [-14.121, 4.964, 4.888], [-14.541, 8.424, 4.988], [-11.831, 4.360, 7.076], [-10.877, 5.212, 6.184], [-9.479, 5.057, 6.539], [-11.158, 5.011, 4.857], [-12.174, 4.936, 7.936], [-11.336, 3.433, 7.368], [-12.709, 4.008, 6.534], [-11.130, 6.263, 6.323], [-9.066, 4.069, 6.334], [-9.324, 5.249, 7.601], [-8.896, 5.735, 5.916], [-10.562, 5.567, 4.350], [-8.663, 16.211, 6.421], [-8.136, 14.892, 6.279], [-7.100, 14.624, 7.196], [-6.542, 13.191, 7.046], [-5.932, 12.974, 5.740], [-5.556, 11.627, 5.390], [-4.348, 11.654, 4.418], [-3.790, 10.301, 4.238], [-2.414, 10.357, 3.894], [-9.488, 16.538, 5.788], [-7.938, 16.994, 6.202], [-9.090, 16.272, 7.422], [-7.543, 14.578, 8.191], [-6.356, 15.421, 7.178], [-7.330, 12.454, 7.207], [-5.785, 12.975, 7.800], [-6.498, 13.413, 5.028], [-6.326, 10.904, 5.120], [-5.171, 11.146, 6.290], [-3.580, 12.293, 4.854], [-4.615, 12.080, 3.450], [-2.130, 9.327, 3.680], [-1.840, 10.835, 4.687], [-2.376, 10.898, 2.948], [-14.244, 13.387, -0.566], [-14.297, 12.188, -1.285], [-15.332, 12.066, -2.219], [-15.321, 10.701, -2.826], [-14.084, 10.524, -3.608], [-13.787, 9.112, -3.749], [-12.710, 8.612, -2.804], [-11.485, 9.317, -2.901], [-10.498, 8.752, -2.029], [-13.325, 13.458, 0.017], [-15.127, 13.604, 0.036], [-14.166, 14.160, -1.329], [-15.062, 12.756, -3.019], [-16.347, 12.267, -1.876], [-16.122, 10.499, -3.538], [-15.266, 9.968, -2.021], [-13.303, 10.872, -3.070], [-13.309, 8.942, -4.714], [-14.659, 8.461, -3.818], [-12.599, 7.541, -2.972], [-13.159, 8.584, -1.812], [-9.736, 9.530, -1.975], [-10.049, 7.827, -2.392], [-10.760, 8.620, -0.979], [-5.115, 12.448, -0.150], [-5.339, 12.326, -1.525], [-6.409, 13.127, -1.973], [-7.725, 12.468, -1.822], [-8.768, 13.231, -2.567], [-10.080, 12.569, -2.334], [-11.224, 13.116, -3.169], [-11.658, 14.387, -2.633], [-12.264, 15.164, -3.653], [-6.028, 12.163, 0.373], [-4.810, 13.451, 0.149], [-4.260, 11.859, 0.184], [-6.204, 13.370, -3.016], [-6.410, 14.062, -1.413], [-7.950, 12.410, -0.757], [-7.672, 11.481, -2.282], [-8.488, 12.962, -3.499], [-10.461, 12.488, -1.316], [-9.928, 11.571, -2.746], [-12.046, 12.400, -3.181], [-10.896, 13.133, -4.208], [-13.175, 14.649, -3.955], [-11.591, 15.281, -4.503], [-12.493, 16.146, -3.238], [-13.592, 6.723, 0.148], [-12.178, 6.788, 0.113], [-11.599, 6.477, 1.356], [-10.116, 6.734, 1.370], [-9.512, 6.938, 2.681], [-9.806, 8.276, 3.262], [-9.089, 9.452, 2.602], [-7.667, 9.431, 2.745], [-7.057, 10.603, 2.196], [-14.036, 7.649, 0.512], [-13.949, 5.870, 0.725], [-14.006, 6.662, -0.859], [-11.898, 5.442, 1.520], [-12.052, 7.083, 2.140], [-9.860, 7.571, 0.721], [-9.618, 5.839, 0.996], [-8.536, 6.680, 2.682], [-9.513, 8.258, 4.312], [-10.881, 8.456, 3.263], [-9.564, 10.409, 2.816], [-9.331, 9.372, 1.543], [-5.996, 10.438, 2.005], [-7.055, 11.526, 2.775], [-7.522, 10.771, 1.225], [-12.061, 10.318, 1.211], [-12.294, 10.702, 2.530], [-13.605, 10.382, 3.000], [-13.534, 10.499, 4.496], [-12.977, 9.307, 5.106], [-12.740, 9.361, 6.571], [-11.489, 10.252, 6.896], [-10.309, 9.860, 6.144], [-9.177, 10.638, 6.276], [-11.154, 10.726, 0.766], [-12.918, 10.523, 0.569], [-11.880, 9.245, 1.146], [-13.955, 9.438, 2.582], [-14.263, 11.097, 2.506], [-14.575, 10.611, 4.798], [-12.951, 11.367, 4.802], [-12.122, 8.977, 4.682], [-12.699, 8.395, 7.076], [-13.573, 9.874, 7.053], [-11.322, 10.210, 7.972], [-11.574, 11.318, 6.686], [-8.382, 10.304, 5.610], [-8.855, 10.708, 7.315], [-9.437, 11.652, 5.972], [-3.087, 0.157, 0.331], [-3.918, 1.268, 0.704], [-5.010, 1.545, -0.159], [-5.932, 2.620, 0.437], [-6.585, 2.263, 1.710], [-7.099, 3.438, 2.418], [-7.517, 3.159, 3.834], [-6.370, 2.695, 4.518], [-6.648, 1.821, 5.612], [-2.218, 0.108, 0.987], [-2.690, 0.255, -0.679], [-3.577, -0.814, 0.398], [-5.620, 0.668, -0.372], [-4.608, 1.872, -1.118], [-6.757, 2.813, -0.248], [-5.297, 3.503, 0.506], [-5.986, 1.711, 2.307], [-8.008, 3.863, 1.993], [-6.346, 4.213, 2.557], [-8.266, 2.370, 3.770], [-7.929, 4.051, 4.306], [-7.270, 0.970, 5.333], [-7.177, 2.256, 6.460], [-5.672, 1.425, 5.895], [-4.184, 8.592, 7.409], [-4.881, 7.578, 6.708], [-5.105, 7.871, 5.344], [-6.262, 6.947, 4.805], [-6.753, 7.005, 3.430], [-5.592, 6.883, 2.479], [-6.124, 6.841, 1.098], [-5.167, 6.649, 0.082], [-4.267, 7.787, -0.071], [-3.983, 8.219, 8.414], [-4.959, 9.356, 7.467], [-3.398, 9.018, 6.785], [-4.203, 7.638, 4.777], [-5.435, 8.897, 5.184], [-7.142, 7.151, 5.416], [-5.970, 5.931, 5.067], [-7.189, 7.904, 3.287], [-4.961, 6.053, 2.796], [-5.006, 7.801, 2.526], [-6.529, 7.836, 0.916], [-6.911, 6.117, 0.888], [-4.809, 8.689, -0.355], [-3.577, 7.475, -0.855], [-3.685, 7.923, 0.841]], "forces_ev_per_angstrom": [[-0.845, 0.765, 0.052], [0.923, -1.462, 1.446], [-0.417, 0.509, -0.513], [0.388, -0.247, -0.171], [0.359, -0.167, -0.226], [-0.198, 0.183, 0.264], [0.191, -0.041, -0.186], [0.605, 0.169, -0.259], [0.158, 0.089, -0.019], [-0.535, -0.100, 0.139], [-0.057, 0.177, -0.317], [-0.485, 0.089, -0.276], [0.884, -0.440, 0.543], [-0.425, -0.067, -0.782], [0.157, 0.004, -0.398], [1.088, 1.592, 0.873], [-0.019, -0.047, 0.058], [0.425, 0.482, -0.344], [-0.866, 0.212, -0.540], [-0.660, -1.476, 0.485], [-0.149, -0.400, 0.325], [-0.487, 0.298, 0.194], [-0.267, -0.308, -0.401], [0.089, 0.090, -0.104], [0.299, 2.220, 0.252], [-0.580, -0.346, 0.798], [0.455, -1.010, -0.462], [-0.268, -1.545, -0.602], [-0.203, 0.177, 0.257], [-0.008, -0.010, -0.348], [-0.163, -0.794, -0.110], [-0.022, 0.360, 0.204], [0.040, -0.059, -0.136], [0.449, 0.015, 0.733], [0.086, 0.846, -0.533], [-0.103, 0.108, -0.099], [-0.376, -1.143, -1.944], [0.818, -0.103, -1.290], [-0.134, -0.323, 0.312], [-1.589, 0.985, 1.548], [0.432, 0.386, 0.561], [-0.199, 0.149, 0.396], [-0.111, -0.462, 0.263], [-0.283, 0.428, 0.294], [-0.046, 0.168, 0.083], [-0.158, 0.033, -0.192], [0.256, -0.052, -0.033], [0.999, -0.199, -0.007], [0.348, -0.114, -0.782], [-2.553, 0.594, 1.511], [1.998, -0.368, 0.194], [-0.219, -1.274, -1.792], [0.178, -0.191, 0.125], [0.196, 0.104, 0.379], [0.014, 0.386, -0.175], [-0.125, 0.444, 0.800], [-0.278, -0.275, -0.008], [0.151, 0.249, -0.033], [0.309, 0.246, 0.259], [0.298, 0.197, -0.618], [-0.011, 0.053, 0.649], [-0.431, 0.308, -1.242], [-0.273, -1.019, 0.827], [0.165, 0.118, -1.167], [-0.179, 0.567, -0.268], [1.491, -0.404, 0.503], [-0.069, -1.237, 0.152], [-0.788, 1.385, 0.585], [-1.271, -0.166, -0.639], [-0.131, -1.250, -0.647], [0.558, -0.106, 0.515], [0.319, 0.462, 0.337], [-0.035, 0.488, 0.441], [0.328, -0.138, -0.133], [-0.516, 0.112, 0.239], [0.026, 0.359, 0.256], [0.024, 0.011, -0.269], [-0.511, 0.268, -0.703], [0.241, 0.150, 0.287], [0.013, 0.081, 0.151], [-0.080, -0.009, -0.197], [0.328, 0.065, 0.318], [0.285, -0.074, -0.101], [0.675, 0.316, -0.066], [0.078, 0.915, -1.121], [0.106, -1.550, 1.254], [-0.091, 0.562, -1.045], [1.697, -0.514, -0.174], [-0.355, -0.179, 0.142], [1.838, -0.172, -1.639], [-1.368, -1.064, 0.664], [-0.596, -0.717, 0.696], [0.672, 1.215, -0.080], [-0.140, -0.420, 0.085], [-0.121, -0.312, 0.214], [-0.012, 0.632, 0.131], [-0.497, 0.438, -0.351], [0.051, 0.359, 0.601], [-0.400, 0.205, 0.467], [-0.751, -0.219, 0.317], [-0.008, 0.447, 0.165], [-0.107, 0.255, -0.573], [-0.143, 0.103, 0.639], [0.512, -0.267, -0.455], [0.496, 0.723, 0.737], [0.373, -0.168, -0.264], [-0.247, -0.080, -0.231], [-0.900, -0.187, -0.154], [0.029, 0.162, 0.469], [0.578, -0.308, -0.422], [0.989, 0.771, -0.059], [-1.075, 0.083, -0.310], [0.033, -0.229, 1.578], [-0.088, -0.376, -1.533], [0.293, 0.485, 0.722], [0.643, -0.686, -0.867], [-0.031, -0.273, 0.563], [0.205, 0.075, 0.477], [-0.428, 0.435, -0.154], [-0.209, -0.590, -0.358], [-0.027, -0.040, -0.120], [-0.022, 0.307, -0.029], [-0.362, -0.215, -0.001], [0.121, -0.540, 0.447], [-0.501, 0.508, -0.609], [0.754, 0.272, 0.331], [-0.466, -0.639, 0.433], [-0.184, 0.013, 0.320], [0.066, 0.729, -0.266], [-0.252, 0.222, -0.367], [0.003, 0.031, -0.145], [-0.062, -0.081, -0.005], [-0.007, 0.218, -0.375], [-0.188, 0.559, -0.855], [-0.856, -0.034, 0.491], [1.155, -0.728, -0.101], [-2.020, 0.617, 0.392], [1.452, -0.594, 0.446], [-0.728, -0.180, -1.220], [-0.528, 1.417, 0.569], [0.241, -0.456, -0.762], [0.098, 0.154, 0.630], [-0.012, -0.036, 0.112], [0.418, -0.369, -0.212], [0.512, -0.267, 0.677], [-0.321, 0.124, 0.271], [-0.247, 0.050, -0.481], [0.085, 0.096, -0.450], [0.183, 0.124, 0.294], [-0.034, -0.083, 0.201], [0.080, 0.064, -0.306], [0.289, 0.200, 0.885], [0.306, -0.101, -0.589], [0.013, -0.587, 0.116], [-0.667, -0.154, 0.457], [-0.066, 0.303, -0.161], [-0.135, -0.962, -0.741], [0.674, 0.095, 0.294], [0.996, 0.819, -1.042], [-0.408, -0.293, 0.104], [-0.240, -1.215, 1.196], [0.951, 1.986, -0.854], [0.924, -0.255, -0.207], [-1.746, -1.945, 0.039], [-0.346, 1.236, 0.314], [-0.048, 0.708, 0.375], [-0.072, 0.315, -0.230], [-0.207, -0.478, 0.058], [0.227, -0.610, 0.551], [-0.413, 0.429, 0.482], [-0.016, 0.052, 0.564], [-0.185, 0.464, -0.340], [0.041, 0.305, -0.273], [0.339, -0.226, -0.554], [-0.216, 0.065, -0.115], [0.338, -0.264, 0.247], [-0.807, 0.190, -0.217], [-0.103, -0.372, 0.141], [0.372, -0.228, 0.151], [0.217, 0.484, -0.005], [-0.210, 0.509, -0.036], [0.318, -0.676, 0.346], [-0.478, -0.231, 0.053], [0.315, -0.474, 0.396], [-0.222, 0.283, -0.355], [0.369, 0.073, 0.629], [0.180, -1.001, -0.333], [-0.344, -0.437, 0.892], [0.432, -0.164, -0.515], [-0.205, 0.343, 0.222], [-0.133, 0.195, -0.270], [-0.449, 0.037, 0.041], [0.084, -0.497, 0.185], [-0.127, 0.324, -0.213], [0.267, 0.131, -0.445], [-0.107, 0.518, 0.264], [0.251, 0.279, 0.121], [0.140, 0.056, -0.765], [0.236, 0.389, -0.626], [-0.310, -0.169, 0.433], [-0.077, 0.093, -0.033], [-0.078, -0.131, -0.488], [0.238, 0.587, 0.074], [-0.130, 0.102, 0.343], [-1.881, 0.245, -0.878], [-0.050, -1.117, -0.273], [-1.132, -0.751, -0.828], [-0.219, -0.168, 1.314], [2.298, -0.684, 0.006], [-0.900, 0.582, 1.343], [-0.271, 0.353, -1.436], [1.185, 0.707, -0.208], [-0.347, -1.724, 0.051], [0.566, 0.103, -0.306], [0.289, 0.772, 0.626], [0.629, -0.240, 0.472], [0.238, 0.428, -0.127], [0.381, 0.155, 0.102], [-0.012, 0.088, 0.349], [0.020, -0.264, -0.195], [0.435, 0.071, -0.030], [-0.108, -0.218, -0.238], [0.437, 0.040, 0.281], [-0.673, 0.261, 0.056], [0.041, -0.238, 0.444], [-0.086, 0.112, 0.043], [-0.078, 0.254, -0.071], [-0.036, 0.268, 0.027]], "lowdin_charge": [-0.0546, -0.4350, -0.0374, -0.0877, 0.0566, 0.0732, 0.0821, 0.1377, 0.0570, 0.0679, 0.0760, 0.0315, -0.0347, -0.4800, -0.0323, -0.0615, 0.0842, 0.0549, 0.0681, 0.1269, 0.0899, 0.0702, 0.0795, 0.1008, -0.0600, -0.5109, -0.0380, -0.0457, 0.0662, 0.0844, 0.0892, 0.1179, 0.0589, 0.0695, 0.0724, 0.0871, -0.0760, -0.4958, -0.0591, -0.0597, 0.0448, 0.0830, 0.0757, 0.1384, 0.0766, 0.0676, 0.0864, 0.0085, -0.0318, -0.5538, -0.0579, -0.0430, 0.0771, 0.0741, 0.0586, 0.1189, 0.0749, 0.0985, 0.0663, 0.0549, -0.0993, -0.2108, -0.2164, -0.1714, -0.0461, -0.2044, -0.1599, -0.2491, -0.1018, 0.0839, 0.0810, 0.0871, 0.1166, 0.1207, 0.0924, 0.1222, 0.0700, 0.0875, 0.0975, 0.1116, 0.0969, 0.0875, 0.0885, 0.0826, -0.0962, -0.2022, -0.2373, -0.1992, -0.0472, -0.2158, -0.2411, -0.1583, -0.0791, 0.0778, 0.0906, 0.0787, 0.1209, 0.1276, 0.1268, 0.1146, 0.0610, 0.1097, 0.1231, 0.1249, 0.0954, 0.0675, 0.0805, 0.0566, -0.1085, -0.1696, -0.2384, -0.2235, -0.0324, -0.1954, -0.2025, -0.1960, -0.1125, 0.0589, 0.0707, 0.0933, 0.1292, 0.1246, 0.1028, 0.1232, 0.1017, 0.1177, 0.0928, 0.0987, 0.1220, 0.0803, 0.0855, 0.0878, -0.1080, -0.2018, -0.2164, -0.1895, -0.0268, -0.1535, -0.1861, -0.2076, -0.0711, 0.0760, 0.0854, 0.0818, 0.1330, 0.1058, 0.0926, 0.1088, 0.0568, 0.1060, 0.0892, 0.1076, 0.0979, 0.0853, 0.0705, 0.0806, -0.1148, -0.2032, -0.1761, -0.1800, -0.0701, -0.1305, -0.1596, -0.2120, -0.1284, 0.0828, 0.0906, 0.0659, 0.1165, 0.1270, 0.1283, 0.1207, 0.0872, 0.1107, 0.1218, 0.1156, 0.1091, 0.0808, 0.0895, 0.0691, -0.1008, -0.1890, -0.2210, -0.1930, -0.0291, -0.2161, -0.2352, -0.1855, -0.0998, 0.0819, 0.0796, 0.0812, 0.1183, 0.1191, 0.1110, 0.1089, 0.1028, 0.1160, 0.0990, 0.1249, 0.1007, 0.0818, 0.0754, 0.0873, -0.0854, -0.1911, -0.2068, -0.1764, -0.0465, -0.1786, -0.2470, -0.2041, -0.0610, 0.0941, 0.0683, 0.0849, 0.1157, 0.0900, 0.0999, 0.1132, 0.0432, 0.1304, 0.1009, 0.1150, 0.1061, 0.0843, 0.0911, 0.0762], "e_homo_ev": -8.2, "homo_lumo_gap_ha": 0.320, "smiles": "COCCNCCOC.COCCNCCOC.COCCNCCOC.COCCNCCOC.COCCNCCOC.COCCNCCOC.COCCNCCOC.CC(C)O.CC(C)O.CC(C)O.CC(C)O.CC(C)O", "de_lowest_kj_mol": 319.1, "charge": 0}